Record 1
C4H11N3O2 | ωB97M-V/def2-TZVPD

Output
SMILES string   [H]/N=C(/N)NC.CC(=O)O
Energy above the lowest of the compared OMol25 structures with the same formula, charge and spin   22.54 kcal per mole
E_tot   -12891.85232 eV
Largest force on an atom   2.00 eV/A
LUMO   0.600 eV

Geometry as XYZ:
```
20
Properties=species:S:1:pos:R:3:forces:R:3:nbo_charge:R:1
H -2.8871 1.7210 0.6823 0.396 0.342 -0.016 0.35
N -2.6827 1.3358 -0.2285 -1.091 0.002 -0.165 -0.79
C -1.5336 1.5008 -0.7240 1.315 -0.903 0.099 0.58
N -1.2255 0.7426 -1.8699 -0.013 0.316 0.401 -0.86
N -0.4467 2.1839 -0.1977 -0.616 -0.282 -0.169 -0.63
C 0.8946 1.6613 -0.3967 0.658 0.309 0.368 -0.44
H -0.4623 1.0154 -2.4669 -0.002 0.355 0.085 0.38
H -2.0773 0.5883 -2.3639 -0.401 -0.383 -0.434 0.40
H -0.6512 2.5275 0.7248 0.154 0.048 0.057 0.38
H 0.9712 0.5947 -0.5905 -0.370 0.045 -0.146 0.21
H 1.4440 1.7938 0.5323 0.165 0.212 0.000 0.21
H 1.4339 2.1949 -1.1826 -0.043 0.008 0.002 0.19
C 0.0096 -2.2400 1.5466 1.077 -0.042 0.209 -0.74
C 1.3317 -1.9400 0.8758 -0.583 1.643 -0.984 0.79
O 2.3673 -1.7089 1.4187 0.170 -0.781 0.327 -0.56
O 1.2285 -1.6462 -0.4682 0.159 -0.289 0.295 -0.70
H -0.3063 -1.2806 1.9468 -0.222 0.061 0.156 0.25
H 0.2423 -2.9081 2.3708 -0.406 -0.100 0.071 0.25
H -0.7384 -2.6153 0.8673 -0.193 -0.277 -0.053 0.23
H 0.3097 -1.4734 -0.7081 -0.152 -0.284 -0.104 0.49
```
Positions in Å, forces in eV/Å.



Record 2
CH3N3O2 | ωB97M-V/def2-TZVPD

Output
Energy above the lowest of the compared OMol25 structures with the same formula, charge and spin   171.34 kcal per mole
E_tot   -9644.00133 eV
Largest force on an atom   3.47 eV/A
LUMO   -0.254 eV

Geometry as XYZ:
```
9
Properties=species:S:1:pos:R:3:forces:R:3:nbo_charge:R:1
C 0.1547 0.6284 -0.7480 0.057 3.449 -0.389 -0.19
N 2.2035 -0.4205 -0.2169 1.310 -0.743 1.268 -0.37
N 1.2722 0.2486 -0.5470 -0.672 -0.128 -0.565 0.05
N -1.6165 -0.4362 0.6809 -1.375 -2.394 1.221 0.38
O -1.8069 0.3352 1.5667 -0.332 1.934 1.586 -0.39
O -2.0616 -1.5863 0.7120 0.935 0.996 -1.237 -0.40
H -0.9525 0.0150 -0.0429 -0.704 -1.743 -0.805 0.30
H -0.1403 1.7097 -0.5109 0.607 -1.487 -0.486 0.26
H 2.9474 -0.4940 -0.8939 0.174 0.116 -0.592 0.36
```
Positions in Å, forces in eV/Å.



Record 3
C48H129N5O19 | ωB97M-V/def2-TZVPD

Output
Energy above the lowest of the compared OMol25 structures with the same formula, charge and spin   0.00 kcal per mole
E_tot   -98209.98654 eV
Largest force on an atom   3.68 eV/A
LUMO   0.608 eV

Geometry as XYZ:
```
201
Properties=species:S:1:pos:R:3:forces:R:3:lowdin_charge:R:1
C -8.5992 5.4376 -1.2934 0.737 0.229 0.716 -0.09
O -7.6887 5.3573 -0.1696 -0.942 -0.687 -0.685 -0.21
C -8.1314 4.4741 0.8761 -0.584 0.922 -1.010 -0.22
C -7.9561 2.9938 0.6741 0.179 -0.858 1.993 -0.22
N -6.5654 2.6646 0.4811 -0.149 2.716 -0.561 -0.06
C -6.2949 1.3241 0.6470 -1.427 -2.088 0.763 -0.29
C -4.9462 0.9572 0.2440 0.673 -0.538 -1.237 -0.21
O -4.8260 1.3059 -1.1489 -0.878 -0.209 1.480 -0.19
C -3.5712 1.0548 -1.6655 0.922 0.128 -1.306 -0.13
H -9.4966 4.8251 -1.1685 0.054 0.125 0.157 0.08
H -8.0602 5.0851 -2.1559 0.082 -0.171 -0.559 0.07
H -8.8604 6.4915 -1.4539 -0.092 -0.261 0.100 0.09
H -9.1743 4.7351 1.1011 0.087 -0.195 0.204 0.12
H -7.4824 4.7760 1.6560 0.389 0.065 1.191 0.11
H -8.6223 2.4859 -0.0177 -0.288 0.193 -0.661 0.11
H -8.2211 2.4979 1.6722 0.081 0.819 -1.016 0.15
H -6.2595 2.9749 -0.4403 0.016 -0.042 0.271 0.12
H -7.0258 0.7206 0.0578 0.301 -0.259 0.128 0.13
H -6.4262 0.9915 1.6960 -0.056 0.323 -0.223 0.14
H -4.8731 -0.1118 0.3984 0.337 -0.625 -0.284 0.12
H -4.1620 1.3958 0.8520 0.171 0.596 -0.061 0.11
H -2.7660 1.4450 -1.0146 -0.279 0.092 -0.411 0.08
H -3.6148 1.5437 -2.6728 0.646 -0.333 0.749 0.11
H -3.3865 -0.0186 -1.8318 -0.011 0.048 0.107 0.09
C 2.3107 -4.5005 0.0840 1.335 -1.280 -1.206 -0.08
O 2.9258 -4.1900 -1.1968 -0.429 -0.182 0.185 -0.24
C 3.5682 -5.3138 -1.8626 -2.420 0.510 -0.077 -0.17
C 3.8946 -4.8900 -3.3383 -1.745 -0.285 1.341 -0.17
N 2.7073 -4.4695 -4.1067 0.613 -0.914 0.176 -0.04
C 1.7454 -5.5403 -4.4081 -0.436 1.659 0.176 -0.20
C 0.6551 -5.0334 -5.3706 1.305 -1.060 0.236 -0.25
O -0.1642 -4.0279 -4.8307 0.408 -0.265 0.373 -0.21
C -1.0529 -3.5298 -5.8012 0.328 1.213 -0.736 -0.11
H 2.0529 -3.5840 0.5658 -0.219 0.561 0.236 0.06
H 2.9863 -5.1014 0.7308 -0.088 0.509 -0.262 0.10
H 1.4402 -5.1266 -0.0661 -0.417 -0.059 -0.113 0.06
H 2.8778 -6.2150 -1.7704 0.711 0.877 -0.471 0.13
H 4.3918 -5.4931 -1.2394 1.784 -0.727 0.377 0.09
H 4.4182 -5.6875 -3.8267 0.202 -0.541 -0.392 0.10
H 4.5372 -4.0442 -3.3028 0.718 0.742 0.133 0.09
H 2.2788 -3.7344 -3.5607 -0.369 0.063 -0.081 0.09
H 1.1787 -5.8870 -3.5331 0.306 -0.286 0.280 0.10
H 2.2603 -6.3818 -4.8909 -0.111 0.207 0.169 0.13
H 0.1680 -5.9972 -5.5814 -0.895 0.436 -0.425 0.12
H 1.1628 -4.6789 -6.2665 -0.113 0.136 -0.294 0.12
H -0.4907 -3.1680 -6.7192 -0.544 -0.511 0.864 0.11
H -1.5913 -2.6336 -5.4178 0.397 -0.825 0.029 0.08
H -1.7379 -4.3252 -6.0683 -0.422 -0.066 -0.335 0.08
C 3.6855 4.0663 2.9782 0.999 0.454 -0.931 -0.11
O 3.9808 2.7802 3.4663 -0.432 0.529 -0.474 -0.22
C 4.9736 2.1449 2.6782 0.411 0.324 0.444 -0.20
C 6.4270 2.4591 3.1544 -1.115 -0.826 -0.093 -0.19
N 6.6065 2.1325 4.5733 -0.351 0.379 0.004 -0.06
C 6.5986 3.3624 5.3655 1.083 -0.274 1.164 -0.21
C 6.5894 3.1968 6.9031 -1.427 -1.236 0.311 -0.17
O 5.3427 3.6400 7.5199 2.286 0.665 -0.659 -0.19
C 4.3309 2.7907 7.1526 -1.941 -0.119 0.783 -0.16
H 3.1282 4.6093 3.7037 -1.001 0.115 0.518 0.08
H 3.2242 4.1156 1.9494 0.167 -0.422 1.007 0.10
H 4.6128 4.6508 2.9202 0.157 0.030 -0.266 0.08
H 4.8457 2.3758 1.6020 0.028 -0.150 0.422 0.10
H 4.7634 1.1002 2.8688 0.331 -0.452 -0.267 0.10
H 6.7097 3.4973 2.9198 0.077 -0.269 0.005 0.11
H 7.0082 1.7587 2.5697 0.545 0.083 -0.327 0.11
H 7.4221 1.5380 4.7350 -0.295 0.625 -0.036 0.11
H 5.7333 3.9641 5.1116 -0.057 0.061 -0.249 0.11
H 7.5219 3.9428 5.2084 -0.229 0.207 -0.550 0.11
H 7.3394 3.7911 7.3706 0.578 0.536 0.225 0.10
H 6.7930 2.1135 7.1904 -0.340 1.015 -0.317 0.13
H 4.1086 2.7817 6.0808 0.352 -0.437 -0.079 0.07
H 3.3932 3.1489 7.6372 0.567 -0.213 -0.161 0.10
H 4.5900 1.8323 7.6020 -0.426 -0.662 -0.535 0.08
C 1.0853 -1.3212 7.9048 -0.591 -0.706 -1.402 -0.09
O 1.1142 -0.5559 6.6859 -0.450 -0.509 1.357 -0.21
C 2.4177 -0.3500 6.2267 0.150 -0.548 0.136 -0.25
C 2.3187 0.3589 4.9094 1.438 1.534 0.311 -0.25
N 1.5270 -0.3937 3.9994 -2.203 0.001 -1.140 -0.02
C 0.9214 0.4234 2.8972 1.132 -0.490 -0.978 -0.17
C -0.1868 -0.2666 2.0923 -0.020 0.625 0.769 -0.21
O -1.2834 -0.5495 2.9622 -0.037 0.182 -0.010 -0.20
C -2.4267 -0.8430 2.1898 0.886 1.103 -0.911 -0.09
H 0.0096 -1.4654 8.0770 0.409 0.255 0.543 0.09
H 1.6364 -0.8561 8.7378 -0.299 -0.004 -0.278 0.09
H 1.4772 -2.3510 7.7008 0.068 0.746 0.246 0.09
H 2.9445 -1.3277 6.1833 -0.151 0.341 -0.364 0.13
H 2.9481 0.2552 6.9460 0.444 0.415 0.262 0.10
H 3.3523 0.5046 4.5647 -0.164 -0.128 -0.238 0.11
H 1.9775 1.4221 5.0838 -0.139 -0.816 -0.079 0.13
H 0.7071 -0.6594 4.5615 0.355 -0.322 -0.359 0.10
H 1.6958 0.6642 2.1130 -0.367 -0.079 0.881 0.12
H 0.5445 1.3676 3.2782 -0.137 0.370 0.167 0.10
H 0.1606 -1.2092 1.6818 0.177 -0.189 -0.345 0.12
H -0.5588 0.4091 1.2756 0.597 -0.520 0.537 0.11
H -3.2068 -1.0966 2.8538 -0.936 -0.449 0.640 0.08
H -2.2063 -1.6266 1.4646 -0.131 -0.335 0.008 0.08
H -2.7139 0.0564 1.5962 0.087 -0.467 0.344 0.07
C -0.9725 3.2129 1.1790 0.305 -0.884 1.299 -0.08
O -0.9252 2.3740 0.0414 -0.844 0.242 -0.222 -0.23
C 0.0355 2.8531 -0.8420 1.560 -0.575 -0.857 -0.25
C -0.1261 2.2117 -2.2355 -0.190 0.367 -0.049 -0.17
N -0.1587 0.7493 -2.2867 0.900 1.463 -0.320 -0.03
C 1.0150 0.1793 -1.6606 0.411 -1.179 -0.282 -0.19
C 0.8443 -1.3511 -1.6991 -0.119 1.295 -0.233 -0.18
O -0.4502 -1.6210 -1.1571 -0.349 -0.709 -0.336 -0.20
C -0.9072 -2.9696 -1.3907 0.120 0.499 -0.386 -0.07
H -1.7567 2.7851 1.8411 0.581 0.368 -0.223 0.09
H -1.2366 4.2496 0.9320 0.228 -0.196 -0.067 0.08
H 0.0379 3.1340 1.6967 -1.149 0.428 -0.336 0.10
H 1.0318 2.6251 -0.3989 -0.226 0.435 -0.326 0.12
H -0.0798 3.9231 -1.0060 0.178 0.306 0.230 0.11
H 0.6596 2.5555 -2.9450 -0.476 0.115 0.554 0.13
H -1.1152 2.5902 -2.5452 0.321 -0.239 -0.483 0.11
H -0.9208 0.5138 -1.7227 -1.479 -0.930 0.973 0.06
H 1.2094 0.5154 -0.6506 -0.249 0.159 0.561 0.10
H 1.9150 0.4366 -2.2317 -0.204 -0.027 -0.104 0.10
H 1.6647 -1.8084 -1.1423 -0.159 -0.355 -0.124 0.10
H 0.9045 -1.5559 -2.7829 -0.179 -0.764 0.344 0.11
H -1.9021 -3.1632 -0.9180 0.662 0.675 -0.591 0.09
H -0.2193 -3.6112 -0.8834 0.543 -0.802 0.287 0.05
H -0.8792 -3.2455 -2.4790 -0.267 0.443 0.829 0.09
C 4.5505 1.5121 -5.8609 -1.337 -0.021 1.212 -0.07
C 3.1536 0.9388 -5.6178 0.886 0.370 0.110 -0.32
O 3.1543 0.2429 -4.3832 0.552 0.035 0.376 -0.09
H 5.1919 0.6643 -5.7103 0.906 0.079 0.472 0.07
H 4.6673 2.3938 -5.2211 0.665 -0.469 0.140 0.07
H 4.6669 1.8278 -6.8616 -0.031 0.403 -1.238 0.06
H 2.9811 0.2939 -6.4445 -0.650 -0.874 -0.643 0.10
H 2.4260 1.7321 -5.6143 -0.506 0.334 0.034 0.10
H 2.4586 -0.4187 -4.3346 -0.429 0.135 -0.362 0.06
C 4.4127 -1.5272 0.6787 -0.903 -0.097 0.755 -0.08
C 5.1093 -1.4260 -0.6192 -1.662 1.547 -1.107 -0.25
O 4.0781 -0.7935 -1.4708 0.967 -0.196 -0.756 -0.13
H 5.0819 -1.8933 1.4420 0.111 -0.175 0.429 0.08
H 3.5690 -2.2250 0.5561 0.346 0.321 0.271 0.05
H 4.0104 -0.5393 0.9900 0.316 -0.554 -0.164 0.08
H 5.3216 -2.3898 -1.0560 0.547 -0.260 0.004 0.10
H 5.9274 -0.7165 -0.5560 0.558 -0.292 -0.148 0.11
H 4.4505 -0.6672 -2.3694 -0.418 -0.050 0.597 0.09
C 5.2109 3.7058 -1.4535 -0.047 -1.694 0.227 -0.07
C 3.9083 2.8624 -1.6947 2.499 -0.092 0.126 -0.30
O 3.8795 1.9975 -0.5953 -0.878 -1.493 0.770 -0.13
H 5.4289 4.4063 -2.2347 -0.104 0.674 -0.302 0.05
H 6.0602 2.9688 -1.4587 -0.728 0.620 0.081 0.08
H 5.2001 4.1599 -0.4456 -0.146 0.011 -0.594 0.07
H 4.0476 2.2207 -2.5818 -0.383 0.724 -0.179 0.10
H 3.0245 3.4645 -1.7033 -0.661 0.509 -0.421 0.09
H 3.5334 1.1193 -0.8817 0.517 0.669 0.319 0.05
C -1.3349 -5.3466 1.5016 1.107 -1.505 0.816 -0.06
C -1.1570 -6.7926 2.0383 -0.523 0.778 1.016 -0.27
O 0.0490 -6.7815 2.8656 -0.907 0.946 -1.448 -0.08
H -0.5616 -5.1894 0.7486 0.100 0.206 0.317 0.04
H -1.2091 -4.7400 2.3748 0.379 0.815 0.279 0.07
H -2.2462 -5.0547 1.0499 -1.247 -0.352 -0.405 0.05
H -1.1599 -7.4882 1.2435 0.925 -0.757 -1.267 0.08
H -1.9648 -7.2349 2.6470 -0.177 0.984 0.168 0.11
H 0.1394 -7.6577 3.1930 0.283 -1.106 0.507 0.05
C -1.5425 0.3306 -6.5330 -1.530 0.075 -2.495 -0.10
C -0.3653 0.6137 -5.7408 1.951 1.895 2.480 -0.35
O 0.0642 -0.4164 -4.8750 -0.200 -0.828 0.007 -0.10
H -2.3277 -0.1903 -5.9999 0.025 -0.273 0.365 0.07
H -1.2943 -0.2402 -7.4486 -0.272 0.088 0.406 0.09
H -2.0235 1.2795 -6.8626 0.415 -0.500 0.023 0.09
H -0.5745 1.5151 -5.1068 0.050 -0.478 -0.251 0.12
H 0.5614 0.9054 -6.2466 -0.579 -0.086 -0.780 0.09
H -0.3734 -0.2651 -4.0188 0.300 0.133 0.150 0.05
C -5.1014 -3.3935 -2.1826 -0.431 -0.559 0.253 -0.08
C -5.8082 -2.4707 -3.2075 0.636 -2.214 -0.082 -0.33
O -5.0538 -1.3400 -3.4443 0.800 0.871 -0.678 -0.06
H -4.1432 -3.7533 -2.5695 -0.002 0.487 0.058 0.04
H -5.6175 -4.3320 -1.8550 -0.157 0.808 -0.623 0.09
H -4.9565 -2.8349 -1.2572 0.291 0.108 0.008 0.06
H -6.8042 -2.2582 -2.9285 -1.207 0.450 0.697 0.09
H -5.9206 -2.9996 -4.1630 0.243 0.042 0.067 0.11
H -5.2667 -0.6264 -2.8461 -0.211 0.170 0.379 0.06
C -4.2108 6.5955 -1.8464 -1.741 1.198 -0.158 -0.11
C -3.4568 5.8054 -0.8200 0.297 0.465 0.603 -0.30
O -2.0855 5.5210 -1.2481 -0.950 0.963 0.990 -0.09
H -4.3657 6.0646 -2.7879 0.471 -0.038 -0.086 0.06
H -3.6857 7.5616 -2.0217 -0.512 -0.609 -0.083 0.08
H -5.3065 6.8029 -1.5206 1.878 -0.175 -0.100 0.10
H -3.9751 4.8769 -0.6439 -0.125 -0.493 0.302 0.09
H -3.4887 6.4021 0.1468 0.667 -0.883 -1.067 0.13
H -2.1298 4.7369 -1.7825 -0.060 -0.512 -0.376 0.05
C -2.7951 3.6134 6.5161 0.832 0.778 -0.050 -0.10
C -2.0639 2.3535 6.1504 -0.833 -0.397 -1.085 -0.29
O -2.0605 2.3143 4.6954 -0.249 -0.229 0.862 -0.10
H -3.0087 3.6280 7.5696 -0.765 -0.157 0.411 0.07
H -3.6246 3.8284 5.8381 -0.301 -0.604 0.456 0.08
H -2.1864 4.4892 6.4002 0.756 0.479 -0.283 0.06
H -2.6144 1.5343 6.6410 -0.026 -0.229 -0.702 0.11
H -1.0451 2.2248 6.4754 0.495 0.542 0.453 0.10
H -1.8102 1.4297 4.4222 0.178 -0.344 -0.215 0.05
C -3.2983 -6.4249 -3.3197 -0.463 0.404 1.013 -0.07
C -2.2544 -5.9017 -2.3243 -0.237 -1.476 -0.727 -0.31
O -1.5573 -6.9983 -1.6854 0.433 0.214 -0.404 -0.09
H -3.8926 -5.6045 -3.7732 0.334 -0.370 0.363 0.07
H -3.9760 -7.0802 -2.7310 0.313 0.099 -0.835 0.09
H -2.7722 -6.9165 -4.1239 -0.118 -0.560 -0.193 0.06
H -2.7378 -5.3327 -1.5555 -0.032 0.410 0.493 0.08
H -1.5616 -5.3330 -2.8956 0.710 0.930 -0.116 0.07
H -0.7130 -7.1626 -2.1549 -0.872 0.224 0.359 0.08
```
Positions in Å, forces in eV/Å.



Record 4
C4H11FNO6PS2 | ωB97M-V/def2-TZVPD

Output
SMILES string   CP(C)NS(=O)(=O)F.O=S1(=O)OCCO1
E_tot   -51777.50610 eV
Largest force on an atom   0.79 eV/A
LUMO   0.420 eV

Geometry as XYZ:
```
26
Properties=species:S:1:pos:R:3:forces:R:3:nbo_charge:R:1
C -3.4187 -2.2195 1.7650 0.044 0.026 -0.032 -0.98
P -2.5212 -2.5835 0.2125 0.018 -0.026 -0.215 0.99
C -1.4574 -3.9699 0.7183 0.023 -0.002 0.060 -0.97
N -1.3654 -1.2327 0.0622 -0.395 0.138 0.670 -1.15
S -0.5122 -0.6397 1.3213 0.044 0.004 -0.189 2.53
O -0.2464 -1.6549 2.2732 0.002 0.040 -0.002 -0.91
O -0.9780 0.6531 1.6894 0.018 -0.059 -0.019 -0.92
F 0.8577 -0.3667 0.5965 0.017 -0.099 0.040 -0.49
H -4.1503 -1.4375 1.5658 -0.040 0.014 0.069 0.24
H -2.7871 -1.9297 2.6038 0.051 -0.064 -0.009 0.24
H -3.9597 -3.1296 2.0313 -0.052 0.012 0.015 0.24
H -1.0322 -3.8776 1.7145 0.008 0.066 -0.003 0.25
H -0.6596 -4.1020 -0.0114 -0.010 -0.031 -0.028 0.25
H -2.1010 -4.8512 0.6845 0.049 -0.046 -0.025 0.24
H -1.8743 -0.4423 -0.3270 0.216 -0.033 -0.322 0.42
O 2.2186 4.2214 -3.6651 -0.013 -0.020 0.001 -0.90
S 2.7933 3.1202 -2.9795 0.011 0.003 -0.034 2.55
O 3.7235 2.2697 -3.6290 0.007 0.021 0.010 -0.90
O 1.6081 2.2650 -2.3390 -0.069 0.043 -0.001 -0.69
C 1.7876 2.1212 -0.9205 0.118 0.006 0.068 -0.10
C 2.5157 3.3910 -0.5227 -0.142 0.071 0.037 -0.10
O 3.4399 3.5983 -1.6016 0.062 -0.056 0.023 -0.69
H 2.3870 1.2324 -0.7261 0.000 0.000 0.005 0.20
H 0.8112 2.0254 -0.4559 -0.037 0.014 -0.064 0.22
H 3.0801 3.2928 0.3999 0.080 -0.010 -0.052 0.21
H 1.8408 4.2460 -0.4602 -0.012 -0.014 -0.002 0.20
```
Positions in Å, forces in eV/Å.